Record 1
Density functional theory data (ωB97M-V with the def2-TZVPD basis set) for a structure of composition C28H40N7O4SSn in a non-equilibrium geometry.

Output
Total charge = +1
Strongest force on any atom = 1.01 eV Å⁻¹
Relative energy (zero: lowest compared OMol25 entry of this formula, charge and spin) = 0.142 eV
LUMO level = -2.0 eV

Geometry as XYZ:
```
81
C28H40N7O4SSn ωB97M-V with the def2-TZVPD basis set
Sn -0.79849 -0.03212 -1.26092
C -1.91890 2.22076 -2.95248
C -0.49202 2.29645 -3.50318
N 0.38169 1.28985 -2.88448
C 1.69078 1.78886 -2.44528
C 1.63706 2.77438 -1.27752
S 0.76701 2.09331 0.16790
C -0.67091 3.17720 0.40794
C -1.56843 3.38139 -0.80593
N -1.91959 2.12343 -1.48744
H -2.47470 3.09779 -3.30438
H -2.40186 1.32260 -3.33606
H -0.54127 2.17180 -4.58703
H -0.07312 3.28734 -3.32330
H 0.55328 0.54156 -3.54782
H 2.26354 0.91379 -2.13099
H 2.23711 2.28123 -3.26005
H 2.65842 2.98585 -0.96592
H 1.15381 3.71797 -1.52560
H -1.21977 2.68325 1.20948
H -0.31158 4.13552 0.78387
H -2.46358 3.90690 -0.45889
H -1.07265 4.04641 -1.51320
H -2.84801 1.83085 -1.20288
C -1.54137 -3.60170 -4.61023
C -1.95079 -2.14448 -4.55816
C -3.25161 -1.87032 -5.29900
O -0.88602 -1.35631 -5.14735
C -2.00898 -1.60020 -3.11639
O -2.37002 -0.37713 -2.99726
O -1.56575 -2.25080 -2.14846
H -1.22673 -3.85415 -5.62240
H -2.38713 -4.22716 -4.33031
H -0.72975 -3.79724 -3.91250
H -3.11032 -2.04604 -6.36536
H -3.56363 -0.83942 -5.13250
H -4.04068 -2.52831 -4.93618
H -1.25630 -0.48079 -5.31194
N 1.80794 -2.03649 -3.70416
C 2.13164 -2.28118 -2.40561
C 3.11534 -3.23741 -2.08368
C 3.47111 -3.42589 -0.77279
C 2.85736 -2.65434 0.21636
C 1.92131 -1.73382 -0.18317
N 1.55025 -1.53414 -1.45630
H 2.10648 -2.70690 -4.39131
H 0.92119 -1.60201 -3.91748
H 3.57814 -3.80990 -2.87670
H 4.22385 -4.15635 -0.50881
H 3.10646 -2.77790 1.26054
H 1.44087 -1.08544 0.54728
C 2.67428 3.48581 4.78178
C 2.02005 2.15048 5.01113
C 1.41978 1.83071 6.22318
C 0.84260 0.58834 6.43020
C 0.85425 -0.37259 5.42527
N 0.30829 -1.64503 5.72465
C 0.00471 -2.70020 4.90741
O 0.03445 -3.84988 5.28298
N -0.34531 -2.39746 3.58493
C -1.15190 -1.37129 3.11373
C -1.83464 -0.46324 3.92572
C -2.61549 0.51158 3.33194
C -2.66506 0.59972 1.95129
N -2.00764 -0.25375 1.16827
C -1.29988 -1.22403 1.73476
C 1.44995 -0.06272 4.20559
C 2.01607 1.18584 4.00853
H 2.70438 4.07359 5.69727
H 2.13229 4.05730 4.02554
H 3.69610 3.35307 4.42451
H 1.40957 2.55990 7.02367
H 0.38777 0.35904 7.38708
H 0.39088 -1.92487 6.69012
H -0.26708 -3.20662 2.98713
H -1.77839 -0.53401 5.00149
H -3.17990 1.20355 3.94136
H -3.26180 1.35400 1.45157
H -0.83409 -1.93338 1.05263
H 1.50164 -0.80108 3.41861
H 2.48342 1.40669 3.05568
```



Record 2
Density functional theory data (ωB97M-V with the def2-TZVPD basis set) for the molecule C4H6O2 in a non-equilibrium geometry.

Output
Total charge = 0
Strongest force on any atom = 1.27 eV Å⁻¹
Relative energy (zero: lowest compared OMol25 entry of this formula, charge and spin) = 0.975 eV
SMILES = C=C(C)OC=O
LUMO level = 1.0 eV

Geometry as XYZ:
```
12
C4H6O2 ωB97M-V with the def2-TZVPD basis set
C 0.66512 1.23597 0.15046
C 0.40780 -0.24815 0.09806
C 1.19217 -1.14812 -0.44755
C -1.92284 -0.33971 0.21570
H 1.54682 1.42475 -0.51136
H 0.84308 1.53259 1.19807
H -0.20527 1.82850 -0.21665
H 2.11799 -0.89309 -0.89362
H 0.89512 -2.19630 -0.43036
H -2.74005 -0.69927 0.89228
O -0.73313 -0.66597 0.79816
O -2.06683 0.16882 -0.85320
```



Record 3
Density functional theory data (ωB97M-V with the def2-TZVPD basis set) for a cluster of 10 separate species, C62H65ClF9P in total in a non-equilibrium geometry.

Output
Total charge = 0
Strongest force on any atom = 1.42 eV Å⁻¹
Relative energy (zero: lowest compared OMol25 entry of this formula, charge and spin) = 0.000 eV
SMILES = CCC[C@H](C)[PH3][C@@H](Cl)CC.Fc1ccccc1.Fc1ccccc1.Fc1ccccc1.Fc1ccccc1.Fc1ccccc1.Fc1ccccc1.Fc1ccccc1.Fc1ccccc1.Fc1ccccc1
LUMO level = 0.5 eV

Geometry as XYZ:
```
138
C62H65ClF9P ωB97M-V with the def2-TZVPD basis set
C 1.61412 5.87828 3.78762
C 0.39467 4.93848 3.99993
C 0.60541 3.78711 5.03065
C 1.99079 3.06134 4.98446
C 3.11319 3.81497 5.79920
P 2.56968 2.55527 3.23276
C 3.13328 1.99996 1.46618
Cl 1.92354 0.85024 0.72463
C 3.39588 3.22261 0.51403
C 2.17611 4.17900 0.37745
H 2.49980 5.37064 3.37295
H 1.33744 6.66040 3.05332
H 1.90279 6.39358 4.72265
H -0.41682 5.57709 4.40577
H 0.02738 4.59689 3.01616
H 0.40939 4.13295 6.06394
H -0.16547 3.01892 4.81010
H 1.85212 2.10058 5.52866
H 2.61826 4.45545 6.54979
H 3.64934 4.50034 5.11420
H 3.82159 3.11323 6.26525
H 2.94958 1.25015 3.71482
H 3.61165 3.53811 3.22388
H 1.25404 2.70826 2.69399
H 4.07085 1.42638 1.58598
H 3.58120 2.77648 -0.48193
H 4.30627 3.75193 0.84877
H 2.54332 5.16311 0.03911
H 1.63368 4.36514 1.31786
H 1.46419 3.83170 -0.39055
F -1.59564 -4.18649 -1.26236
C -0.64009 -3.47259 -1.89613
C -0.21881 -3.86811 -3.15268
C 0.75970 -3.12692 -3.80323
C 1.30882 -2.00721 -3.18579
C 0.87667 -1.62580 -1.92122
C -0.10727 -2.35962 -1.27243
H -0.65379 -4.74677 -3.61314
H 1.09183 -3.41984 -4.78564
H 2.07133 -1.43275 -3.69052
H 1.30574 -0.75623 -1.43993
H -0.46252 -2.07234 -0.29047
F 4.42644 6.04822 -1.01546
C 4.50704 7.25808 -1.60020
C 4.36349 8.39427 -0.82489
C 4.45117 9.64157 -1.42877
C 4.67073 9.73731 -2.79809
C 4.80818 8.58609 -3.56406
C 4.73128 7.33704 -2.96234
H 4.18515 8.29891 0.23868
H 4.34773 10.53834 -0.83205
H 4.73460 10.71078 -3.26755
H 4.97504 8.66085 -4.63071
H 4.84396 6.42923 -3.54104
F 2.82016 0.17918 -4.73034
C 4.16446 0.26616 -4.68917
C 4.79180 1.31765 -5.33232
C 6.17641 1.41090 -5.28622
C 6.91618 0.44905 -4.60786
C 6.27184 -0.60399 -3.97037
C 4.88662 -0.69574 -4.00525
H 4.19897 2.05243 -5.86182
H 6.67849 2.23296 -5.77944
H 7.99601 0.52164 -4.57662
H 6.84815 -1.35469 -3.44548
H 4.36780 -1.50452 -3.50684
F -5.37467 -3.51954 3.87947
C -5.37848 -3.69340 2.54027
C -4.21273 -3.48136 1.82720
C -4.21591 -3.66309 0.45030
C -5.38541 -4.04567 -0.19654
C -6.55043 -4.25006 0.53212
C -6.54809 -4.07777 1.91029
H -3.31378 -3.17666 2.34821
H -3.30926 -3.50663 -0.11676
H -5.38717 -4.18320 -1.27042
H -7.46194 -4.54336 0.02753
H -7.44453 -4.24043 2.49570
F -6.65090 3.85578 2.71984
C -6.46410 2.52923 2.85789
C -5.33111 2.07455 3.50733
C -5.13782 0.70760 3.65351
C -6.07188 -0.18562 3.14187
C -7.20348 0.28597 2.48799
C -7.40573 1.65326 2.34818
H -4.61118 2.78611 3.89201
H -4.25854 0.33843 4.16604
H -5.91545 -1.25017 3.25407
H -7.92805 -0.41064 2.08637
H -8.28462 2.04077 1.84901
F -2.26760 8.32684 0.36531
C -3.43042 7.73684 0.69844
C -3.47572 6.36129 0.83722
C -4.67497 5.75300 1.18587
C -5.81437 6.52635 1.38138
C -5.75373 7.90672 1.23290
C -4.55374 8.51878 0.89448
H -2.57943 5.77650 0.67294
H -4.72153 4.67900 1.30487
H -6.74858 6.05175 1.64935
H -6.64170 8.50756 1.38107
H -4.48553 9.59334 0.78301
F -8.43253 -3.62036 9.45353
C -7.91957 -2.76367 8.55147
C -7.48765 -3.24638 7.32921
C -6.96278 -2.36030 6.39712
C -6.86707 -1.00704 6.70213
C -7.30073 -0.53811 7.93643
C -7.83585 -1.41967 8.86678
H -7.56311 -4.30467 7.11385
H -6.62820 -2.72317 5.43544
H -6.45361 -0.31859 5.97605
H -7.22219 0.51482 8.17494
H -8.18663 -1.07179 9.82996
F 1.02655 -4.77471 -6.42051
C 1.24326 -6.09659 -6.26771
C 2.38281 -6.52275 -5.61004
C 2.60232 -7.88474 -5.44839
C 1.68795 -8.80193 -5.95384
C 0.54926 -8.35687 -6.61518
C 0.32082 -6.99552 -6.77016
H 3.08714 -5.79340 -5.22986
H 3.48544 -8.23024 -4.92848
H 1.86017 -9.85856 -5.83045
H -0.16143 -9.07055 -7.01122
H -0.56427 -6.63028 -7.27541
F 3.77191 -10.78704 -5.42503
C 5.11783 -10.71640 -5.38859
C 5.75994 -9.68335 -6.04781
C 7.14614 -9.61089 -6.00433
C 7.87174 -10.57433 -5.31330
C 7.21205 -11.60856 -4.66053
C 5.82573 -11.67921 -4.69284
H 5.17809 -8.94744 -6.58783
H 7.66012 -8.80387 -6.50986
H 8.95255 -10.51809 -5.28429
H 7.77738 -12.36080 -4.12608
H 5.29410 -12.47264 -4.18344
```



Record 4
Density functional theory data (ωB97M-V with the def2-TZVPD basis set) for a structure of composition C31H35N9O2PbS3Sb in a non-equilibrium geometry.

Output
Total charge = -1
Strongest force on any atom = 1.07 eV Å⁻¹
LUMO level = 2.5 eV

Geometry as XYZ:
```
82
C31H35N9O2PbS3Sb ωB97M-V with the def2-TZVPD basis set
Pb 0.48217 0.47421 -0.44076
C -0.92730 3.64079 -3.98217
C -0.67179 2.49346 -3.04300
N 0.33131 2.44834 -2.24366
N 1.18342 3.50510 -2.22711
C 2.35501 3.29352 -1.66918
N 3.15689 4.40526 -1.63716
S 3.06347 1.83310 -1.06565
C -1.57312 1.31467 -3.10726
C -2.73533 1.35947 -3.85893
C -3.51533 0.21068 -3.96933
C -3.10803 -0.95454 -3.37135
C -1.92348 -0.92004 -2.62878
N -1.20096 0.17786 -2.48020
H -0.08895 4.32699 -3.92082
H -1.84273 4.17205 -3.71161
H -1.02873 3.27881 -5.00687
H 2.69376 5.29618 -1.71044
H 3.96911 4.34052 -1.05014
H -3.04091 2.27256 -4.34667
H -4.44236 0.23871 -4.52763
H -3.66649 -1.87672 -3.43405
H -0.73589 -1.91997 -1.51580
C 2.25721 0.12543 -3.63062
C 2.29620 -1.30488 -3.17750
C 2.79977 -2.29819 -4.05354
C 2.83045 -3.59649 -3.64937
C 2.37001 -3.94217 -2.35936
C 2.37707 -5.27589 -1.90048
C 1.90352 -5.55334 -0.64677
C 1.44419 -4.52045 0.18318
C 1.43317 -3.19121 -0.21311
S 0.90476 -1.96798 0.91089
C 1.88600 -2.89154 -1.53896
N 1.85110 -1.60022 -1.97845
H 2.94625 0.28833 -4.45888
H 2.52081 0.78947 -2.80588
H 1.25103 0.38841 -3.96150
H 3.14278 -2.00665 -5.03791
H 3.20615 -4.37711 -4.30171
H 2.75635 -6.05717 -2.54856
H 1.88501 -6.57489 -0.28580
H 1.08508 -4.74356 1.17972
N -3.09920 -4.15357 5.18977
C -3.13445 -3.29650 4.07637
C -2.47524 -3.64314 2.90036
C -2.53727 -2.81168 1.79392
C -3.25938 -1.63099 1.85089
C -3.95458 -1.29648 3.00281
C -3.88655 -2.12165 4.11253
S -3.29905 -0.58759 0.37728
O -1.50576 -2.07020 -2.09068
O -4.58488 0.14867 0.43087
N -1.96479 0.39397 0.61088
C -1.99424 1.41672 1.47426
N -0.97096 2.30758 1.32075
C -1.02289 3.42264 2.02347
C -2.03137 3.70619 2.92969
C -2.96035 2.68781 3.10878
N -2.95297 1.56427 2.42162
H -2.27781 -4.73671 5.22429
H -3.25587 -3.68376 6.06759
H -1.90021 -4.56185 2.85814
H -2.00793 -3.07881 0.88666
H -4.53098 -0.38200 3.01202
H -4.41241 -1.85484 5.02360
H -0.21190 4.12787 1.86218
H -2.07068 4.63343 3.48170
H -3.74462 2.77615 3.85761
C 2.00109 1.63753 4.56864
Sb 2.27713 1.61518 2.41499
C 4.33632 0.97811 2.55941
C 2.83954 3.70648 2.34802
H 2.76505 2.25370 5.04395
H 2.06336 0.62123 4.95839
H 1.01499 2.03799 4.80803
H 4.86554 1.55830 3.31572
H 4.80668 1.11860 1.58667
H 4.37067 -0.08053 2.81654
H 3.34857 3.97415 3.27419
H 1.96697 4.34508 2.21868
H 3.50971 3.85772 1.50264
```



Record 5
Density functional theory data (ωB97M-V with the def2-TZVPD basis set) for the molecule C4H11N2S in a non-equilibrium geometry.

Output
Total charge = 0
Strongest force on any atom = 6.66 eV Å⁻¹
Relative energy (zero: lowest compared OMol25 entry of this formula, charge and spin) = 2.145 eV
Spin multiplicity = 2
⟨S²⟩ = 0.753
LUMO level (alpha / beta) = 0.9 / -1.9 eV

Geometry as XYZ:
```
18
C4H11N2S ωB97M-V with the def2-TZVPD basis set
C -0.08672 -1.89016 0.72476
N 1.05288 -0.94424 0.35904
C 0.77608 0.45555 0.73166
C 0.34132 1.36474 -0.34362
S 0.54097 3.14973 0.00356
C -0.67193 -2.71372 -0.55487
N -2.14652 -2.23485 -0.66554
H -0.86579 -1.32204 1.02783
H 0.49231 -2.59819 1.48600
H 1.31927 -0.95351 -0.67045
H 0.08297 0.46244 1.63461
H 1.67609 0.84018 1.23602
H 0.94883 1.29131 -1.21177
H -0.81999 1.24245 -0.72134
H -0.16279 -2.56928 -1.57920
H -0.83143 -3.75138 -0.15010
H -2.76394 -2.80887 -1.17105
H -2.22799 -1.27372 -1.13962
```



Record 6
Density functional theory data (ωB97M-V with the def2-TZVPD basis set) for a structure of composition C7H15N in a non-equilibrium geometry.

Output
Total charge = 0
Strongest force on any atom = 4.13 eV Å⁻¹
Relative energy (zero: lowest compared OMol25 entry of this formula, charge and spin) = 4.274 eV
LUMO level = 0.4 eV

Geometry as XYZ:
```
23
C7H15N ωB97M-V with the def2-TZVPD basis set
C 1.28404 -0.09813 0.79564
C 2.27919 -1.21251 0.60736
C 1.69814 1.21918 0.19102
C -0.82158 -0.80753 -0.75740
C -0.42645 -0.75860 -2.04070
H 0.94973 -0.00787 1.82963
H -1.14870 -1.74002 -0.31559
H 2.48276 -1.37173 -0.45301
H 1.94081 -2.14590 1.05602
H 3.22709 -0.95310 1.08984
H 1.94454 1.08913 -0.86543
H 2.57642 1.61964 0.70405
H 0.88641 1.94670 0.23601
H -0.00609 0.13706 -2.47701
H -0.55226 -1.60488 -2.69820
C -2.49811 0.45121 1.20131
C -1.96437 0.50255 -0.18793
N -2.20709 1.40479 -1.00675
H -1.77797 1.23827 -1.93212
H 0.00747 -0.22837 0.32104
H -3.58988 0.46857 1.20365
H -2.17096 -0.44553 1.72812
H -2.11316 1.29704 1.77046
```



Among the records above, which one has the lowest strongest force on any atom? C28H40N7O4SSn